This record from the OMol25 dataset describes a 10-piece molecular cluster, C55H62BF9N6O33P2 overall. The level of theory is ωB97M-V/def2-TZVPD.

The geometry in XYZ format:
```
168
Properties=species:S:1:pos:R:3:forces:R:3
C -2.795849 2.568126 -7.158253 -0.1 -0.2 0.9
C -2.553379 1.176744 -6.279368 0.7 -3.1 2.0
C -3.702469 -0.015576 -6.191847 3.8 -0.6 1.9
C -3.423823 -1.411375 -5.327029 3.0 3.5 -0.5
C -1.980923 -1.621757 -4.537465 -0.9 2.7 -1.7
C -1.725513 -3.036180 -3.738007 -0.4 1.3 0.3
C -1.391831 -2.819336 -2.112873 0.2 1.3 0.9
N -1.614360 -1.432303 -1.581491 2.2 -6.8 3.3
C -1.299130 -1.469995 -0.110767 0.1 1.1 1.8
C -1.533035 -0.027632 0.704280 0.7 -0.7 2.2
C -2.086575 1.281172 -0.133660 -0.4 0.1 0.8
C -1.049831 2.549688 -0.183188 -0.2 0.0 -1.0
C 0.343436 2.279696 -1.004330 5.3 4.2 2.3
O 1.407761 3.047001 -0.643799 -6.6 -4.6 -2.1
N 0.547623 1.283039 -2.129606 2.6 0.9 0.8
C 1.945846 0.650365 -2.012142 4.7 -1.9 0.3
C 2.998868 0.523484 -3.295729 1.1 -1.4 3.1
C 4.493554 -0.212816 -3.148648 -2.0 -0.2 3.5
C 5.012907 -0.847384 -1.702129 -3.9 2.1 -0.7
C 3.994196 -0.696068 -0.405892 -1.3 1.5 -3.5
C 2.531974 0.030738 -0.573679 1.8 -0.3 -2.7
C -1.287306 0.173723 2.313576 0.4 -3.2 -2.6
C -1.525705 1.573030 3.140489 -0.4 0.2 0.6
C -0.162332 2.283289 3.708016 0.9 0.2 0.3
C 1.151402 2.148152 2.736789 0.9 0.1 0.3
N 1.777918 3.546540 2.599444 0.6 -0.7 1.3
C -0.762070 -1.175178 3.146647 0.5 -2.7 -3.8
P -0.526450 -0.934523 5.035416 -1.4 2.0 1.3
O -1.436482 -2.144063 5.947711 0.4 -0.4 -3.0
O 1.151588 -0.903423 5.498298 -0.7 -0.8 -3.0
C -0.462771 -2.637918 2.415837 -2.2 4.9 -1.4
P 0.159285 -4.208390 3.303987 2.8 -2.3 -2.2
N 1.412538 -4.864448 2.451158 -2.6 2.2 1.5
O -1.217073 -5.307475 3.409839 2.8 3.0 2.8
O 0.773655 -3.966586 4.913917 -0.7 0.8 -2.8
C -0.765954 -2.730290 0.772717 -0.1 -0.5 -0.5
N -0.534408 -4.077946 0.146892 -2.3 4.2 -4.0
C -0.865745 -4.133731 -1.313703 0.0 3.2 2.9
B -0.626563 -5.599728 -2.080877 1.3 -1.0 -0.4
N -1.714126 -6.627908 -2.332450 2.0 2.1 -1.4
O 0.765270 -5.907000 -2.493136 -3.3 -0.8 0.6
C -0.816910 -0.461632 -4.586984 -4.5 0.3 -2.4
C -1.124966 0.920300 -5.453025 -1.9 -2.8 0.4
H -3.945765 2.846628 -7.131031 2.4 -0.8 -0.2
H -2.238250 3.487785 -6.653653 -1.1 -2.3 -1.1
H -2.406973 2.445998 -8.264008 -0.9 0.1 2.4
H -4.720821 0.084023 -6.768838 2.3 -0.1 1.3
H -4.295368 -2.197582 -5.331118 2.1 1.6 0.2
H -0.846962 -3.585880 -4.306252 -1.8 0.9 1.5
H -2.746481 -3.637103 -3.774529 2.3 1.1 -0.1
H -2.443328 1.047239 -1.222979 0.9 0.0 2.2
H -3.051602 1.661834 0.454017 2.1 -0.8 -1.2
H -1.617369 3.420024 -0.769637 1.3 -1.8 1.1
H -0.775182 3.004953 0.863967 -0.3 -1.1 -2.2
H 0.634610 1.883975 -3.003167 -0.5 -0.9 1.2
H 2.744025 0.936760 -4.363260 0.3 -0.8 2.4
H 5.223156 -0.327730 -4.086338 -2.0 0.4 2.2
H 6.075848 -1.385149 -1.635638 -2.7 1.4 -0.1
H 4.300331 -1.106168 0.671405 -0.8 1.0 -2.7
H 1.830772 0.134760 0.359059 1.6 -0.3 -1.9
H -2.107886 2.405024 2.527442 1.2 -2.1 0.9
H -2.208518 1.351810 4.094491 1.5 0.3 -2.2
H 0.159515 1.863093 4.770423 -1.0 0.7 -2.2
H -0.350982 3.448410 3.883679 0.2 -2.7 -0.6
H 1.993473 1.453453 3.212790 -2.0 1.0 -0.8
H 0.941226 1.722798 1.667246 0.2 0.9 2.1
H 1.759724 3.995721 3.561272 0.0 -0.9 -1.5
H 2.809529 3.462197 2.377669 -1.7 0.0 0.2
H -2.101683 -2.607877 5.325421 1.5 0.8 1.3
H 1.640714 -0.600959 4.653322 -0.8 -0.7 1.8
H 1.640686 -4.269116 1.625700 -0.5 -0.7 0.7
H -1.468559 -5.288874 4.399818 0.0 -0.1 -2.1
H 1.647665 -3.454294 4.776935 -1.8 -1.2 0.2
H -2.619694 -6.179751 -2.592768 1.0 -0.8 0.3
H -1.334239 -7.227604 -3.119911 -1.2 0.7 1.2
H 0.820573 -6.858306 -2.810576 0.0 1.7 0.6
H 0.178334 -0.667848 -4.006908 -2.1 0.6 -1.3
H -0.227775 1.706958 -5.480894 -2.4 -1.8 -0.1
O -2.656067 6.133140 -5.904537 2.4 -0.7 1.3
C -1.606497 5.870097 -5.341439 -2.8 0.9 -1.0
O -1.127935 6.549009 -4.254457 -0.5 -0.4 -1.0
C 0.029649 5.857865 -3.829872 0.5 0.5 1.1
C 0.453510 5.145541 -5.068676 0.5 -0.6 -0.1
F 1.051788 3.970894 -4.768794 0.2 -0.2 -0.1
O -0.764075 4.869384 -5.722976 -0.1 1.0 0.2
H -0.234198 5.173280 -3.016781 0.1 -0.1 -0.2
H 0.791612 6.553979 -3.469000 -0.3 0.0 -0.1
H 1.099675 5.735870 -5.727085 0.0 -0.2 0.0
O -2.984033 0.344952 11.254130 0.5 -2.5 -1.4
C -2.774213 -0.692828 10.648445 -0.1 2.8 1.5
O -1.801176 -0.843520 9.698726 -0.9 0.4 0.8
C -1.800314 -2.211101 9.341416 1.0 -0.4 -0.9
C -3.177970 -2.642938 9.711930 -0.2 -0.7 0.2
F -3.189325 -3.937681 10.100740 -0.2 -0.3 0.0
O -3.485281 -1.840967 10.829644 0.3 0.7 -0.5
H -1.024810 -2.734432 9.910721 -0.3 -0.1 0.1
H -1.597674 -2.337409 8.274470 0.0 0.2 0.2
H -3.924920 -2.482564 8.927159 0.0 -0.2 0.1
O 8.358913 0.101020 0.721235 0.3 1.8 -2.1
C 8.465091 0.888204 -0.204473 0.0 -1.8 2.4
O 9.005352 2.139720 -0.089146 -0.5 -1.1 0.2
C 9.064891 2.671076 -1.397606 0.6 1.1 -0.1
C 8.015878 1.889472 -2.112005 -0.2 -0.1 -0.8
F 8.342601 1.720325 -3.412890 -0.1 0.0 -0.3
O 8.053088 0.631276 -1.477625 0.1 0.4 0.9
H 10.066931 2.510384 -1.809290 -0.2 -0.1 -0.1
H 8.854648 3.744007 -1.394969 0.0 -0.2 0.2
H 7.008740 2.312366 -2.032290 0.0 -0.1 -0.2
O -5.631653 3.029527 -9.723223 -0.6 2.5 1.2
C -5.896065 4.085708 -9.173280 1.0 -2.6 -1.5
O -4.962047 4.914994 -8.615276 -0.6 -0.9 -0.5
C -5.653750 6.078138 -8.207120 0.8 1.0 0.6
C -7.051562 5.584857 -8.050607 -0.7 0.4 -0.1
F -7.942274 6.559706 -8.340369 -0.3 0.1 0.1
O -7.158213 4.579647 -9.032983 0.8 -0.3 0.3
H -5.559956 6.846705 -8.981650 -0.3 -0.1 0.1
H -5.243955 6.470252 -7.272397 0.1 -0.2 -0.2
H -7.270165 5.160863 -7.064727 -0.1 0.1 -0.1
O 6.052626 -0.954947 6.541637 2.1 0.0 -2.0
C 6.946990 -0.969611 5.712320 -2.6 0.0 1.9
O 6.859427 -1.598605 4.500638 -0.1 0.3 1.2
C 8.038506 -1.269693 3.793857 0.1 -0.3 -1.3
C 8.988085 -0.927511 4.890631 0.6 0.5 0.0
F 9.867980 0.017221 4.489474 0.3 0.1 0.1
O 8.157728 -0.368202 5.882884 -0.5 -0.7 -0.1
H 7.838237 -0.423869 3.127628 0.3 0.0 0.2
H 8.384232 -2.115236 3.193089 -0.2 0.1 0.1
H 9.526398 -1.787614 5.302892 0.1 0.2 0.0
O 1.031787 1.072622 -8.849411 -1.1 1.6 -2.3
C 0.566246 1.687711 -9.794295 1.2 -1.6 2.9
O -0.619115 2.369608 -9.756742 0.9 -0.6 0.0
C -0.730622 3.044975 -10.993430 -1.1 0.8 -0.1
C 0.148231 2.235316 -11.884367 0.4 0.2 -0.7
F 0.720967 3.011483 -12.831573 0.1 0.0 -0.3
O 1.159461 1.773002 -11.018016 -0.7 -0.2 0.5
H -0.380718 4.076145 -10.876624 0.1 -0.2 -0.2
H -1.768128 3.063487 -11.337858 0.1 -0.1 0.2
H -0.352702 1.382085 -12.354028 0.1 0.1 -0.1
O -3.586002 -5.090388 4.848710 -1.7 -0.9 -1.5
C -4.355860 -5.528357 4.010039 1.5 0.6 1.8
O -4.647310 -6.855956 3.855082 0.6 1.3 0.3
C -5.667426 -6.929601 2.879434 -0.5 -1.2 -0.2
C -5.487864 -5.655449 2.127110 -0.6 0.4 -0.6
F -6.671738 -5.201320 1.658203 -0.1 0.1 -0.2
O -5.024405 -4.755884 3.108369 0.8 -0.7 0.5
H -6.641082 -6.994414 3.376609 0.0 0.2 -0.2
H -5.538963 -7.809700 2.243577 0.2 0.1 0.2
H -4.761180 -5.715324 1.309879 -0.2 0.1 0.0
O -3.023435 7.000216 4.543864 2.6 -0.7 1.4
C -1.973863 6.737173 5.106961 -3.1 0.9 -1.2
O -1.495301 7.416084 6.193943 -0.4 -0.4 -1.0
C -0.337718 6.724941 6.618528 0.5 0.5 1.1
C 0.086143 6.012617 5.379724 0.4 -0.6 -0.1
F 0.684421 4.837969 5.679606 0.3 -0.2 -0.1
O -1.131441 5.736460 4.725424 -0.1 0.8 0.2
H -0.601564 6.040356 7.431620 0.1 -0.1 -0.2
H 0.424245 7.421054 6.979400 -0.3 0.0 -0.1
H 0.732308 6.602947 4.721316 0.0 -0.2 0.0
O -0.158381 -9.304189 8.634415 0.3 1.9 -2.2
C -0.052203 -8.517004 7.708706 0.0 -1.9 2.7
O 0.488058 -7.265489 7.824034 -0.6 -1.1 0.2
C 0.547597 -6.734133 6.515574 0.6 1.2 0.0
C -0.501416 -7.515736 5.801175 0.1 -0.3 -1.0
F -0.174692 -7.684884 4.500289 -0.2 -0.1 -0.1
O -0.464206 -8.773933 6.435556 -0.1 0.5 0.8
H 1.549638 -6.894825 6.103890 -0.2 -0.1 -0.2
H 0.337355 -5.661201 6.518210 0.1 -0.2 0.2
H -1.508554 -7.092843 5.880890 0.0 -0.1 -0.1
```
Positions in Å, forces in eV/Å.

Computed properties:
LUMO (eV): -1.750
Net charge: 0
E (eV): -178231.649
E_HOMO (eV): -8.1731
Kohn-Sham gap (eV): 6.42
Molar mass (g/mol): 1578.85
SMILES: Cc1ccc(Cc2nc3c(CCC(=O)Nc4ccccc4)c(CCCN)c(P(O)O)c(P(=N)(O)O)c3nc2B(N)O)cc1.O=C1OC[C@@H](F)O1.O=C1OC[C@@H](F)O1.O=C1OC[C@@H](F)O1.O=C1OC[C@@H](F)O1.O=C1OC[C@@H](F)O1.O=C1OC[C@@H](F)O1.O=C1OC[C@@H](F)O1.O=C1OC[C@@H](F)O1.O=C1OC[C@@H](F)O1